Entry 1:
The following is a DFT calculation (the ωB97M-V functional and the def2-TZVPD basis) of a structure of composition C39H36Cl2I2N5O4PRuS in a non-equilibrium geometry.

Each line ends with the Mulliken spin population.
Positions of all 91 atoms, in Å:
1 Ru 0.2400 -0.2728 1.3347  0.823
2 O -2.3830 -1.3520 2.0826  0.001
3 N -1.7663 -0.0913 2.0376  0.022
4 C -2.1757 0.6249 3.0255  0.010
5 C -1.9039 2.0350 3.2419  -0.001
6 C -2.7856 2.6615 4.1326  -0.005
7 C -2.7871 4.0375 4.2808  0.001
8 C -1.9245 4.8070 3.5163  -0.002
9 C -1.0326 4.1955 2.6486  0.000
10 C -0.9770 2.8100 2.5246  -0.002
11 P 0.3035 2.1032 1.4455  -0.016
12 C 1.8641 2.8424 2.0099  0.003
13 C 1.9637 3.7125 3.0914  0.000
14 C 3.1895 4.2557 3.4383  0.000
15 C 4.3267 3.9368 2.7127  -0.001
16 C 4.2389 3.0535 1.6488  0.001
17 C 3.0184 2.5011 1.3060  0.002
18 C -0.0595 2.9262 -0.1457  -0.002
19 C 0.9433 3.3100 -1.0317  0.000
20 C 0.6182 3.9127 -2.2370  0.000
21 C -0.7067 4.1440 -2.5697  -0.001
22 C -1.7123 3.7654 -1.6920  0.000
23 C -1.3912 3.1549 -0.4907  -0.003
24 H -1.9765 -1.8641 1.3692  0.001
25 H -2.8933 0.1604 3.6976  -0.001
26 H -3.4858 2.0585 4.6928  0.000
27 H -3.4719 4.5056 4.9733  0.000
28 H -1.9374 5.8841 3.5974  0.000
29 H -0.3616 4.8091 2.0607  0.000
30 H 1.0997 3.9575 3.6901  0.000
31 H 3.2544 4.9243 4.2846  0.000
32 H 5.2802 4.3647 2.9851  0.000
33 H 5.1214 2.7819 1.0866  0.000
34 H 2.9726 1.7814 0.4994  0.002
35 H 1.9846 3.1583 -0.7879  0.000
36 H 1.4077 4.2075 -2.9142  0.000
37 H -0.9543 4.6211 -3.5073  0.000
38 H -2.7483 3.9482 -1.9397  0.000
39 H -2.1874 2.8693 0.1858  0.000
40 I 4.2779 0.1649 -1.9506  0.001
41 C 2.2470 0.2926 -2.3717  0.001
42 C 1.8196 0.6355 -3.6615  0.002
43 C 0.4872 0.7703 -3.9627  0.001
44 I -0.0551 1.3228 -5.8984  0.001
45 C -0.4970 0.5326 -2.9659  0.001
46 C -1.8905 0.6246 -3.1587  -0.002
47 C -2.7401 0.3757 -2.1154  0.000
48 C -2.2084 0.0510 -0.8606  0.011
49 N -0.9149 -0.0666 -0.6475  -0.002
50 C -0.0576 0.1708 -1.6774  0.005
51 C 1.3302 0.0733 -1.3550  0.014
52 O 1.6616 -0.1838 -0.1358  0.038
53 H 2.5669 0.8093 -4.4224  0.000
54 H -2.2742 0.8904 -4.1331  0.000
55 H -3.8100 0.4381 -2.2339  0.000
56 H -2.8735 -0.1262 -0.0265  0.002
57 C -3.0590 -5.0280 -3.7955  0.000
58 C -1.6811 -5.6584 -3.6773  0.000
59 N -0.8111 -4.9477 -2.7425  0.000
60 C 0.2749 -4.1426 -3.2768  0.001
61 C -0.2166 -2.8958 -3.9959  0.000
62 C -1.0274 -5.1442 -1.4295  0.000
63 O -1.8939 -5.8747 -0.9822  0.000
64 C -0.1335 -4.4309 -0.4483  -0.001
65 C 0.8405 -5.1450 0.2409  -0.002
66 C 1.5401 -4.5025 1.2447  0.001
67 C 1.2196 -3.1911 1.5536  0.006
68 N 0.2800 -2.4957 0.9063  -0.014
69 C -0.3632 -3.1123 -0.0934  -0.002
70 H -3.6541 -5.5741 -4.5246  0.000
71 H -2.9935 -3.9904 -4.1201  0.000
72 H -3.5745 -5.0670 -2.8377  0.000
73 H -1.1718 -5.6666 -4.6420  0.000
74 H -1.7736 -6.6907 -3.3337  0.000
75 H 0.8569 -4.7677 -3.9625  0.000
76 H 0.9417 -3.8692 -2.4575  -0.001
77 H -0.8357 -3.1499 -4.8539  0.000
78 H 0.6276 -2.3083 -4.3556  0.000
79 H -0.8090 -2.2773 -3.3240  0.000
80 H 1.0304 -6.1808 -0.0034  0.000
81 H 2.3119 -5.0078 1.8045  0.000
82 H 1.7094 -2.6777 2.3664  -0.004
83 H -1.1147 -2.5373 -0.6202  0.001
84 O -0.9728 -0.9698 5.3723  0.068
85 S -0.2007 -1.6626 4.3477  0.061
86 N 0.3532 -0.8580 3.2370  -0.050
87 Cl 3.2401 -0.5061 2.2610  0.024
88 C 3.4529 -0.5546 4.0254  -0.001
89 Cl 3.0381 0.9738 4.7842  0.000
90 H 4.4984 -0.7754 4.2126  0.002
91 H 2.7967 -1.3300 4.4127  0.002

Its total charge is +1. As for the multiplicity: 2. Its frontier orbital gap (alpha / beta) is 6.515 / 6.211 eV.



Entry 2:
The following is a DFT calculation (the ωB97M-V functional and the def2-TZVPD basis) of a structure of composition C39H36ClN3Si2Zn in a non-equilibrium geometry.

Each line ends with the Löwdin charge.
Positions of all 82 atoms, in Å:
1 C -0.7188 -3.6835 4.0569  -0.197
2 C 0.1283 -3.8258 2.9293  -0.170
3 C 1.0189 -2.7295 2.9102  -0.224
4 H 0.0949 -4.6282 2.2108  0.096
5 C 0.7254 -1.9058 4.0211  -0.180
6 C -0.3471 -2.4979 4.7288  -0.200
7 H -0.8060 -2.1097 5.6230  0.096
8 H -1.5041 -4.3606 4.3500  0.089
9 H 1.7883 -2.5384 2.1828  0.093
10 H 1.2212 -0.9804 4.2583  0.095
11 Zn -1.0967 -1.9222 2.6571  0.520
12 Si -0.2742 -0.3972 0.8326  0.693
13 C 0.0484 -1.2411 -0.8403  -0.344
14 C -0.2268 -0.6099 -2.0560  -0.114
15 H -0.5973 0.4084 -2.0520  0.071
16 C -0.0403 -1.2580 -3.2699  -0.103
17 H -0.2676 -0.7460 -4.1970  0.095
18 C 0.4447 -2.5584 -3.2977  -0.101
19 H 0.5945 -3.0652 -4.2426  0.096
20 C 0.7403 -3.2020 -2.1030  -0.093
21 H 1.1232 -4.2153 -2.1147  0.098
22 C 0.5352 -2.5506 -0.8951  -0.115
23 H 0.7413 -3.0768 0.0288  0.080
24 C 1.3843 0.3990 1.3213  -0.340
25 C 2.5892 0.0504 0.7063  -0.108
26 H 2.5799 -0.6262 -0.1392  0.091
27 C 3.8038 0.5609 1.1476  -0.096
28 H 4.7212 0.2728 0.6486  0.097
29 C 3.8442 1.4456 2.2150  -0.107
30 H 4.7892 1.8457 2.5594  0.094
31 C 2.6582 1.8096 2.8406  -0.105
32 H 2.6760 2.5026 3.6732  0.095
33 C 1.4520 1.2867 2.4005  -0.141
34 H 0.5415 1.5724 2.9134  0.090
35 H -1.1255 0.7863 0.4172  -0.036
36 Si 0.7342 4.1752 -3.8013  0.337
37 C 2.2244 4.5947 -2.7646  -0.320
38 C 3.5022 4.4539 -3.3131  -0.102
39 H 3.6215 4.0476 -4.3098  0.099
40 C 4.6299 4.8126 -2.5895  -0.086
41 H 5.6123 4.6920 -3.0270  0.102
42 C 4.4980 5.3188 -1.3046  -0.086
43 H 5.3773 5.5966 -0.7379  0.101
44 C 3.2357 5.4652 -0.7459  -0.083
45 H 3.1291 5.8549 0.2578  0.103
46 C 2.1091 5.1078 -1.4708  -0.110
47 H 1.1314 5.2138 -1.0188  0.082
48 C 1.1191 2.8241 -5.0165  -0.332
49 C 1.7256 1.6368 -4.5975  -0.106
50 H 1.9685 1.4954 -3.5513  0.110
51 C 2.0234 0.6341 -5.5059  -0.090
52 H 2.4906 -0.2812 -5.1668  0.105
53 C 1.7215 0.8037 -6.8512  -0.083
54 H 1.9548 0.0207 -7.5609  0.102
55 C 1.1216 1.9768 -7.2840  -0.088
56 H 0.8854 2.1110 -8.3313  0.101
57 C 0.8221 2.9790 -6.3718  -0.109
58 H 0.3500 3.8895 -6.7205  0.092
59 H 0.2108 5.3472 -4.5404  -0.012
60 Cl -0.8061 3.5835 -2.5173  0.279
61 N -3.5250 -3.6329 2.9876  0.101
62 C -3.5337 -2.6741 4.0243  -0.290
63 C -4.5131 -2.7338 5.0221  0.004
64 C -4.5857 -1.7120 5.9627  -0.053
65 C -3.6914 -0.6414 5.8918  -0.050
66 C -2.7097 -0.6242 4.8914  -0.078
67 N -2.6361 -1.6456 3.9895  0.022
68 C -3.6771 -2.9810 1.7478  -0.264
69 C -4.8189 -3.3088 0.9935  -0.013
70 C -5.1676 -2.5447 -0.1021  -0.066
71 C -4.3867 -1.4565 -0.4296  -0.054
72 C -3.2409 -1.1722 0.3140  -0.103
73 N -2.8437 -1.9334 1.4017  0.047
74 H -4.0922 -4.4825 3.1415  0.158
75 H -5.2261 -3.5502 5.0502  0.113
76 H -5.3429 -1.7476 6.7358  0.109
77 H -3.7450 0.1528 6.6234  0.104
78 H -1.9799 0.1720 4.8646  0.123
79 H -5.4699 -4.1215 1.2927  0.109
80 H -6.0597 -2.7718 -0.6714  0.112
81 H -4.6607 -0.8287 -1.2687  0.111
82 H -2.7255 -0.3274 -0.0470  0.036

Its total charge is 0. As for the multiplicity: 1. Its frontier orbital gap is 6.130 eV.



Entry 3:
The following is a DFT calculation (the ωB97M-V functional and the def2-TZVPD basis) of a structure of composition C39H36CuFP3S2 in a non-equilibrium geometry.

Each line ends with the Mulliken spin population.
Positions of all 82 atoms, in Å:
1 Cu -0.7538 0.9580 0.2558  0.515
2 C 1.9068 3.5193 -0.1612  0.005
3 C 2.4966 2.3107 0.5714  -0.003
4 P 1.5304 0.7320 0.4553  0.076
5 C 2.2693 -0.1579 1.8663  0.009
6 C 3.6422 -0.3701 1.9779  -0.001
7 C 4.1510 -1.0627 3.0637  0.002
8 C 3.3008 -1.5509 4.0458  0.000
9 C 1.9397 -1.3049 3.9643  0.000
10 C 1.4287 -0.5949 2.8895  0.001
11 C 2.1329 -0.0077 -1.1023  0.004
12 C 3.4823 -0.1390 -1.4199  -0.004
13 C 3.8663 -0.7063 -2.6238  0.002
14 C 2.9103 -1.1275 -3.5362  0.000
15 C 1.5650 -0.9746 -3.2431  -0.002
16 C 1.1778 -0.4247 -2.0318  0.014
17 C 0.8129 4.2249 0.6493  0.016
18 P -0.7655 3.2845 0.5444  0.119
19 C -1.8588 3.9834 1.8060  0.012
20 C -2.9410 3.1756 2.1668  0.008
21 C -3.8215 3.5935 3.1503  -0.004
22 C -3.6201 4.8126 3.7833  0.005
23 C -2.5467 5.6158 3.4264  0.000
24 C -1.6606 5.2052 2.4423  0.004
25 C -1.4215 3.8859 -1.0505  -0.008
26 C -1.9367 5.1752 -1.1710  -0.003
27 C -2.4175 5.6205 -2.3907  0.001
28 C -2.3934 4.7830 -3.4973  0.001
29 C -1.8772 3.5021 -3.3873  -0.002
30 C -1.3914 3.0543 -2.1679  0.004
31 H 1.5092 3.2181 -1.1373  0.000
32 H 2.7096 4.2315 -0.3576  0.000
33 H 2.5868 2.5288 1.6379  -0.002
34 H 3.4991 2.1037 0.1953  0.000
35 H 4.3261 -0.0024 1.2249  0.000
36 H 5.2187 -1.2269 3.1372  0.000
37 H 3.7007 -2.1193 4.8753  0.000
38 H 1.2677 -1.6929 4.7178  0.000
39 H 0.3688 -0.4050 2.8291  -0.002
40 H 4.2494 0.2013 -0.7377  0.000
41 H 4.9191 -0.8198 -2.8487  0.000
42 H 3.2173 -1.5734 -4.4733  0.000
43 H 0.8133 -1.2980 -3.9519  0.000
44 H 0.1251 -0.3472 -1.7895  -0.003
45 H 0.6411 5.2268 0.2549  0.004
46 H 1.1074 4.3065 1.6984  0.000
47 H -3.0858 2.2279 1.6566  0.004
48 H -4.6600 2.9703 3.4313  0.000
49 H -4.2980 5.1343 4.5629  0.000
50 H -2.3977 6.5691 3.9169  0.000
51 H -0.8220 5.8368 2.1746  0.001
52 H -1.9764 5.8260 -0.3051  0.000
53 H -2.8191 6.6220 -2.4769  0.000
54 H -2.7842 5.1283 -4.4457  0.000
55 H -1.8673 2.8391 -4.2423  0.000
56 H -1.0061 2.0473 -2.0855  0.002
57 F -2.4250 0.7299 -0.3133  0.080
58 S -0.5995 -4.3487 2.6949  0.050
59 P -0.7229 -3.6628 0.8485  0.014
60 S -0.6727 -1.6645 0.7691  0.080
61 C -2.2163 -4.2906 0.0100  0.001
62 C -2.4242 -5.6672 -0.0091  0.000
63 C -3.5471 -6.1858 -0.6315  0.000
64 C -4.4647 -5.3304 -1.2310  0.000
65 C -4.2588 -3.9602 -1.2060  0.001
66 C -3.1326 -3.4347 -0.5845  0.000
67 C 0.6080 -4.3244 -0.2141  0.000
68 C 0.5649 -4.0640 -1.5809  0.001
69 C 1.5594 -4.5526 -2.4119  0.001
70 C 2.6051 -5.2945 -1.8773  0.000
71 C 2.6520 -5.5476 -0.5145  0.000
72 C 1.6516 -5.0659 0.3199  -0.001
73 H -1.7085 -6.3196 0.4769  0.001
74 H -3.7110 -7.2560 -0.6453  0.000
75 H -5.3441 -5.7382 -1.7141  0.000
76 H -4.9768 -3.2956 -1.6705  0.000
77 H -2.9664 -2.3636 -0.5499  -0.002
78 H -0.2555 -3.4803 -1.9847  0.000
79 H 1.5196 -4.3585 -3.4771  0.000
80 H 3.3810 -5.6800 -2.5277  0.000
81 H 3.4663 -6.1274 -0.0978  0.000
82 H 1.6677 -5.2643 1.3845  0.000

Its total charge is 0. As for the multiplicity: 2. Its frontier orbital gap (alpha / beta) is 7.111 / 5.035 eV.



The records above give, respectively, total energy values of -4432.495520; -4490.518486; -5068.587413 Eh.
The records above give, respectively, relative energy (zero: lowest compared OMol25 entry of this formula, charge and spin) values of 1.637; 0.000; 1.066 eV.